Entry 1:
Below is a molecular structure, C37H30BrN2O4PV in a non-equilibrium geometry, with properties calculated with the ωB97M-V functional and the def2-TZVPD basis.

Each line ends with the Löwdin charge.
Element x y z (Å)
C1 -0.309606 -1.456948 -4.790752  0.019
C2 2.304853 -4.171637 -0.836245  -0.048
C3 1.037523 1.723379 -1.119714  -0.429
H1 -0.609235 -1.184108 5.813681  0.150
C4 -1.308541 -0.637846 -2.380202  -0.182
C5 -1.596840 -0.864305 5.460507  -0.187
H2 -0.951128 -4.035962 -1.885614  0.119
H3 3.946742 0.133587 2.223065  0.126
H4 3.106686 -1.191543 -2.482468  0.118
H5 1.120217 2.568315 1.470030  0.108
C6 0.316296 -5.754411 -2.003975  -0.029
C7 -4.263864 2.962755 0.527252  -0.108
H6 -2.327160 -1.599447 5.828997  0.159
C8 1.046060 -3.637180 -1.138546  -0.349
H7 1.778291 -0.881489 1.603138  0.107
N1 -2.425308 1.040074 -0.272275  0.002
C9 2.539972 -0.713587 0.848962  -0.086
H8 -6.116951 4.476217 2.654060  0.122
C10 2.312502 -1.092259 -0.477471  -0.385
H9 -0.448296 -6.382625 -2.440084  0.128
Br1 2.604324 4.443704 3.168808  0.805
C11 -1.070388 -1.919937 1.874201  -0.085
H10 -6.240878 3.668087 0.452663  0.157
O1 -1.917741 0.435810 5.870872  -0.026
H11 -3.980892 2.181578 2.494307  0.137
C12 -2.167253 0.125946 1.874695  -0.152
H12 -0.707342 -2.859332 3.746654  0.146
C13 -0.091192 -1.323896 -2.409489  -0.346
H13 4.212847 5.458897 0.909927  0.122
H14 -2.098721 -0.607643 -5.638812  0.139
H15 -0.669615 -2.743429 1.301929  0.103
H16 2.874442 3.097855 -2.417491  0.132
N2 -1.542558 -0.860567 1.175220  -0.012
C14 -2.189680 0.143510 3.250758  0.103
H17 3.065227 -3.560506 -0.367565  0.115
C15 0.035517 -4.440470 -1.693056  -0.072
H18 -1.954242 0.483879 6.831727  0.123
C16 -1.620559 -0.908978 3.969568  -0.107
C17 1.586748 -6.272389 -1.754514  -0.002
C18 2.677910 4.023313 1.324217  -0.660
C19 -3.686532 2.093859 1.457842  0.110
C20 -1.104017 -1.986552 3.244402  0.046
H19 1.806399 -7.298795 -2.017527  0.132
H20 -4.241465 3.543071 -1.553955  0.147
H21 5.658933 0.536536 0.486254  0.129
H22 -2.554004 1.867830 -2.174703  0.123
C21 -2.786785 1.148271 1.023827  -0.158
C22 2.570970 -5.488972 -1.162263  -0.023
C23 -2.058640 -0.393224 -3.513578  -0.025
C24 1.909240 2.735921 -0.539174  -0.147
H23 -2.630039 0.964278 3.799390  0.139
C25 -5.304055 3.938686 0.960985  -0.190
C26 3.587192 4.677505 0.499784  -0.065
P1 0.747605 -1.904348 -0.855342  1.138
H24 0.094955 -1.751494 -5.750981  0.141
C27 4.479746 -0.287995 -1.101189  -0.027
H25 -5.029589 4.939566 0.603802  0.153
H26 3.545585 -5.907776 -0.952490  0.129
C28 -3.845286 2.873868 -0.801393  0.055
C29 1.831218 3.057699 0.817987  -0.068
C30 4.714985 0.080984 0.217494  -0.019
O2 -5.424910 3.879365 2.352935  -0.026
H27 5.234708 -0.113983 -1.856568  0.128
O3 0.994520 1.396864 -2.280734  0.143
V1 -0.853155 -0.180120 -0.563799  0.960
C31 0.410532 -1.748489 -3.645561  -0.029
C32 2.837736 3.366715 -1.370288  0.014
C33 3.673482 4.333736 -0.844637  -0.021
O4 0.190399 1.068376 -0.244532  -0.120
H28 4.394614 4.828281 -1.480780  0.128
C34 -1.541906 -0.806268 -4.732813  0.015
C35 3.283328 -0.888230 -1.458296  -0.059
C36 -2.921186 1.918989 -1.158934  -0.044
C37 3.751571 -0.139093 1.194305  -0.036
H29 1.325544 -2.323862 -3.693071  0.129
H30 -3.019862 0.102390 -3.473367  0.125

Atoms 1-2, force components in eV/Å:
C 0.2 -0.1 0.0
C 0.0 0.1 0.1

## Properties
Net charge = +3
Relative energy (zero: lowest compared OMol25 entry of this formula, charge and spin) = 23.8 kcal per mole
HOMO energy = -15.761 eV
Orbital gap = 4.8 eV
DFT total energy = -5696.837898 a.u.

***

Entry 2:
Below is a molecular structure, C37H30I2N6OPr in a non-equilibrium geometry, with properties calculated with the ωB97M-V functional and the def2-TZVPD basis.

Each line ends with the Mulliken spin population.
Element x y z (Å)
H1 13.087079 14.185608 13.668679  0.000
N1 10.671027 13.893772 11.682828  0.002
C1 15.605589 13.997715 10.306395  0.000
C2 11.340076 10.571591 7.469777  0.000
H2 11.861056 12.567504 4.795601  0.000
C3 16.478048 11.138905 13.622092  0.000
H3 13.755926 16.357785 11.914710  0.000
C4 13.251444 13.438546 10.141303  0.008
C5 6.478299 14.139136 9.289632  0.000
N2 8.430114 12.725356 9.426277  0.001
H4 8.795020 9.321508 14.887664  0.000
H5 10.191465 13.864525 5.820430  0.000
C6 11.486556 14.963657 11.115841  0.002
C7 7.330678 13.159468 11.454504  -0.001
H6 5.655646 14.582818 9.824268  0.000
H7 15.431801 13.619140 13.514643  0.000
C8 9.248254 10.254681 14.628787  -0.003
C9 12.279826 8.251005 7.446013  0.000
C10 9.690623 10.345713 13.332154  0.005
H8 13.095174 9.340430 11.987912  0.001
H9 11.228165 14.596772 13.645271  0.001
C11 10.895658 12.379781 13.696826  0.002
C12 9.546187 11.366108 15.494858  0.000
C13 9.823055 12.377785 7.411716  0.005
C14 6.633538 14.377000 7.949346  0.000
H10 10.527072 13.203202 15.598986  0.000
H11 12.741448 10.459356 5.860022  0.000
C15 12.880207 10.873785 14.342873  -0.002
C16 11.451284 12.199559 5.724911  -0.001
H12 11.055416 15.287272 10.140694  -0.001
Pr1 10.626679 11.520032 10.514823  1.995
H13 14.561879 9.460165 14.421439  0.000
N3 10.295068 11.288188 7.968282  0.007
C17 12.960923 14.595004 10.882500  -0.006
C18 12.348545 8.627434 11.716824  -0.001
C19 10.603210 13.813145 13.185863  -0.001
C20 8.620754 13.000896 8.109820  0.001
H14 16.647557 13.806160 10.143126  0.000
H15 6.000989 15.146056 7.438156  0.000
H16 11.506843 15.815687 11.862497  0.000
H17 9.706563 14.305337 13.588544  -0.001
N4 17.547739 10.933232 13.203955  0.000
H18 12.332429 8.169737 6.430960  0.000
H19 12.961089 6.423730 10.163086  0.000
C21 7.749017 13.736467 7.307322  0.000
I1 15.215530 11.774327 8.404283  0.000
C22 14.580048 13.171506 9.885501  -0.003
H20 9.036115 11.459884 16.447460  0.000
H21 6.852301 14.061982 11.855977  0.000
H22 8.314787 13.025770 11.906153  0.001
N5 10.286282 11.465699 12.795883  -0.002
C23 7.415635 13.363017 10.014336  0.001
C24 11.808824 9.368324 8.170229  0.000
C25 10.337090 12.329024 15.044812  -0.002
C26 11.920905 11.009866 6.319089  0.000
C27 10.461747 12.919514 6.306292  -0.001
H23 11.536472 9.236914 12.150607  0.000
C28 12.425739 12.139671 13.894705  0.002
H24 6.745513 12.323809 11.645725  0.000
H25 12.066036 10.272841 14.745598  0.000
C29 14.735918 12.773720 13.717822  0.000
C30 12.561217 7.238268 9.604806  0.000
C31 12.666133 7.151536 8.245568  0.000
C32 15.263782 15.084878 11.106581  0.000
O1 12.275894 12.598429 9.774477  -0.005
I2 16.878251 16.213670 11.960237  0.000
H26 12.454959 7.664059 12.322517  0.000
H27 13.010179 6.270578 7.834559  0.000
H28 9.345644 9.569478 12.632441  -0.001
C33 14.202271 10.472614 14.237462  0.000
C34 14.001379 15.425970 11.446424  0.001
C35 12.203369 8.379731 10.235065  0.001
C36 15.118032 11.487227 13.975791  0.000
H29 7.872813 13.870639 6.227643  0.000
N6 11.772810 9.406741 9.535058  0.002
H30 9.717532 13.976931 11.352938  -0.004
C37 13.389735 13.116070 13.673735  -0.005

Atoms 1-2, force components in eV/Å:
H 0.5 -1.0 -0.6
N -0.5 -0.6 0.9

## Properties
Net charge = +1
Relative energy (zero: lowest compared OMol25 entry of this formula, charge and spin) = 44.2 kcal per mole
<S²> = 2.00
HOMO energy (spin up / spin down) = -9.380 / -9.391 eV
Orbital gap (spin up / spin down) = 6.1 / 6.1 eV
2S+1 = 3
DFT total energy = -2943.974360 a.u.

***

Entry 3:
Below is a molecular structure, C37H31AsIN2O8P2S2V in a non-equilibrium geometry, with properties calculated with the ωB97M-V functional and the def2-TZVPD basis.

Each line ends with the Mulliken spin population.
Element x y z (Å)
H1 2.284061 -2.887843 -2.422648  0.001
C1 -3.430060 -0.587719 -5.171892  0.001
H2 5.709965 0.575085 -1.706631  0.000
C2 0.586241 3.870705 -2.486996  0.000
O1 -0.775747 -3.451477 -2.137984  0.001
C3 -3.776513 0.058095 0.656571  -0.002
C4 -2.983821 -1.181483 -2.876754  0.003
C5 1.226382 1.464738 3.221154  -0.027
H3 -2.817814 -3.975743 1.102791  0.000
C6 -2.071922 -0.133039 -2.765329  0.005
H4 -1.217655 1.549117 -3.794433  0.000
C7 2.292235 2.348055 3.588772  -0.011
H5 -3.223360 -0.744618 1.123331  0.003
H6 -2.381958 1.141057 -5.891733  0.000
H7 -3.956236 -0.763323 -6.104080  0.000
C8 -1.153535 3.212236 -0.431326  0.001
C9 3.055720 -2.139467 -2.255946  -0.006
C10 2.767775 0.376092 1.699129  0.022
P1 -1.526951 -3.232076 -0.755941  0.003
C11 -3.187929 0.803548 -0.361385  0.009
H8 0.542847 1.793433 -2.987416  -0.002
H9 -5.783182 2.859022 -1.090348  0.000
H10 -1.050438 -4.312957 -2.505415  0.000
H11 3.016881 -0.382804 0.979328  0.005
H12 -6.822784 1.557087 0.745866  0.000
C12 2.104693 3.371692 4.544283  0.002
H13 1.300447 4.111987 -3.265559  0.000
C13 2.675330 -0.928413 -1.644659  0.011
N1 2.932308 -4.387289 1.957844  -0.001
H14 2.954327 4.003278 4.791056  0.000
H15 -3.209966 -1.814981 -2.035017  0.000
H16 -1.812518 2.949543 0.382424  -0.001
C14 -2.548371 0.473254 -5.055588  0.000
C15 -5.221893 2.073616 -0.594994  0.000
H17 2.323263 -3.728062 0.014721  -0.001
H18 4.372065 2.878913 3.322469  0.000
H19 3.247280 -4.292922 4.094836  0.000
H20 4.612778 -3.330406 -3.120573  0.000
C16 3.820900 1.239652 2.091665  -0.004
C17 0.147014 2.560104 -2.342026  -0.003
C18 3.586385 2.196384 3.009756  0.008
H21 3.055462 -5.368571 1.795456  0.000
O2 -0.457619 -3.794020 0.357966  0.002
As1 -1.376445 0.437391 -0.986295  0.037
H22 -1.129397 2.837194 5.316516  0.000
P2 -0.820360 -3.605979 1.940802  0.000
C19 -0.007619 1.703064 3.915528  -0.014
O3 -2.742650 -4.091186 -0.685979  0.000
C20 3.625650 0.126541 -1.467155  -0.009
H23 0.534073 5.862890 -1.694759  0.000
H24 2.346601 -1.729400 3.703511  -0.001
O4 -0.517391 -2.075844 2.216534  -0.007
C21 -3.649052 -1.410395 -4.072982  0.000
C22 0.900234 3.562904 5.153008  -0.003
N2 2.143988 -2.362464 1.642468  -0.013
C23 -3.920303 1.802869 -0.991004  -0.002
O5 -1.745841 -1.759437 -0.424781  0.009
S1 0.965076 -0.968395 -1.168229  -0.068
V1 0.385647 -0.915149 1.208386  1.122
C24 2.418205 -3.521180 1.070421  0.000
C25 -1.875992 0.703037 -3.858932  0.002
H25 -3.470806 2.371003 -1.792948  0.000
H26 4.792458 1.127529 1.628287  -0.001
C26 2.467297 -2.531545 2.994700  0.011
C27 4.961834 -0.194804 -1.862481  0.005
C28 -0.169411 2.708747 4.830506  0.004
I1 -1.714435 0.516363 3.684825  0.001
H27 6.352145 -1.586593 -2.695648  0.000
H28 -5.527447 -0.243680 1.864515  0.000
C29 4.353272 -2.389593 -2.650121  0.002
S2 3.292923 1.678189 -0.819288  -0.020
O6 -0.601371 0.368484 0.636000  -0.037
O7 -0.098585 -4.569429 2.764833  -0.001
H29 -4.355331 -2.229739 -4.134098  0.000
C30 0.167650 4.845806 -1.596998  0.000
O8 -2.390145 -3.783642 1.992747  0.000
C31 -5.081749 0.332059 1.058446  0.001
C32 5.317007 -1.403018 -2.422520  -0.005
C33 -0.770008 2.239059 -1.356521  0.009
C34 1.503029 0.438468 2.232121  -0.042
C35 2.944699 -3.777656 3.197359  0.000
H30 -0.981315 5.258406 0.180210  0.000
C36 -0.686754 4.510925 -0.548437  0.001
H31 0.761700 4.348087 5.888923  0.000
C37 -5.805182 1.340657 0.433791  0.000

Atoms 1-2, force components in eV/Å:
H 0.1 0.1 0.0
C 0.0 0.0 0.0

## Properties
Net charge = -1
Relative energy (zero: lowest compared OMol25 entry of this formula, charge and spin) = 59.4 kcal per mole
<S²> = 0.78
HOMO energy (spin up / spin down) = -3.602 / -3.632 eV
Orbital gap (spin up / spin down) = 5.4 / 5.5 eV
2S+1 = 2
DFT total energy = -7096.900983 a.u.